Record 1
DFT (ωB97M-V with the def2-TZVPD basis set) results for a 2-piece molecular cluster, C2H8N2O overall.

Structure (XYZ):
```
13
C2H8N2O ωB97M-V with the def2-TZVPD basis set
C -1.4108 0.4719 0.0957
N -0.0794 0.1006 -0.3988
C 0.4237 -0.9943 0.0152
N -0.1064 -1.8483 0.9575
H -1.9082 0.9801 -0.7268
H -2.0015 -0.4329 0.2873
H -1.4038 1.0834 0.9911
H 1.4061 -1.1854 -0.4043
H -0.6325 -1.3773 1.6622
H 0.5183 -2.5419 1.3245
O 1.6804 2.3109 -1.2480
H 1.0107 1.6103 -1.1999
H 2.5033 1.8228 -1.3557
```

## Properties
* relative energy (zero: lowest compared OMol25 entry of this formula, charge and spin): 27.93 kcal/mol
* structure (SMILES): C/N=C\N.O
* E_HOMO: -9.65 eV
* calculated total energy: -265.73864 a.u.
* LUMO energy: 0.0278 Eh

***

Record 2
DFT (ωB97M-V with the def2-TZVPD basis set) results for a 2-piece molecular cluster, C2H8N2O2 overall.

Structure (XYZ):
```
14
C2H8N2O2 ωB97M-V with the def2-TZVPD basis set
C -0.3864 0.3515 -0.1889
C -1.6781 -0.2599 -0.7423
N 0.3717 -0.6989 0.5442
N 2.2115 0.4723 -0.1821
O 0.4599 0.7530 -1.1532
O 0.0589 -1.0163 1.8718
H 0.2724 -0.2118 2.3710
H 0.6821 -1.4793 -0.0252
H -0.6276 1.1330 0.5613
H 2.3782 1.0307 -1.0173
H 2.2017 1.1259 0.6047
H -1.4348 -1.0309 -1.4732
H -2.2493 0.5178 -1.2458
H -2.2602 -0.6872 0.0751
```

## Properties
* relative energy (zero: lowest compared OMol25 entry of this formula, charge and spin): 165.73 kcal/mol
* E_HOMO (spin up / spin down): -8.42 / -8.42 eV
* calculated total energy: -340.76632 a.u.
* LUMO energy (spin up / spin down): -0.0302 / -0.0301 Eh

***

Record 3
DFT (ωB97M-V with the def2-TZVPD basis set) results for a 2-piece molecular cluster, C2H8N2O2 overall.

Structure (XYZ):
```
14
C2H8N2O2 ωB97M-V with the def2-TZVPD basis set
C -0.6301 -0.8410 -1.9142
N -0.4992 -0.2411 -0.5718
C -0.5495 -1.2297 0.4299
N -0.6996 -0.6999 1.6733
O -0.2500 -2.4163 0.2646
H -1.5935 -1.3707 -2.1062
H 0.0661 -1.6580 -2.1336
H -0.5411 -0.0918 -2.7220
H -1.0247 0.5957 -0.3526
H -1.1764 0.0825 1.8315
H -0.7291 -1.3487 2.4132
O 2.5223 3.4339 0.9985
H 2.1927 2.7434 0.4635
H 2.9120 3.0417 1.7260
```

## Properties
* relative energy (zero: lowest compared OMol25 entry of this formula, charge and spin): 17.84 kcal/mol
* structure (SMILES): CNC(N)=O.O
* E_HOMO: -9.86 eV
* calculated total energy: -341.00199 a.u.
* LUMO energy: 0.0190 Eh

***

Record 4
DFT (ωB97M-V with the def2-TZVPD basis set) results for a 2-piece molecular cluster, C2H8N2O2 overall.

Structure (XYZ):
```
14
C2H8N2O2 ωB97M-V with the def2-TZVPD basis set
N 0.5913 1.3928 0.3188
C 0.7715 0.2993 -0.7090
N -0.1188 -0.9168 -0.3794
C 0.4297 -2.0110 0.3046
O 1.6239 -2.1358 0.4723
H 1.1990 2.1942 0.0963
H 0.7317 1.1633 1.3071
H 1.8785 -0.0896 -0.7822
H 0.4365 0.7548 -1.7117
H -1.1634 -0.8843 -0.2341
H -0.3046 -2.8095 0.6682
O -2.2661 0.9020 0.5128
H -1.3387 1.2902 0.5638
H -2.4707 0.8503 -0.4275
```

## Properties
* relative energy (zero: lowest compared OMol25 entry of this formula, charge and spin): 30.47 kcal/mol
* structure (SMILES): NCNC=O.O
* E_HOMO: -9.97 eV
* calculated total energy: -340.98186 a.u.
* LUMO energy: 0.0280 Eh

***

Record 5
DFT (ωB97M-V with the def2-TZVPD basis set) results for C2H8N2O3 in the gas phase.

Structure (XYZ):
```
15
C2H8N2O3 ωB97M-V with the def2-TZVPD basis set
C 0.8056 -0.8213 1.3757
N 0.6046 -0.8355 -0.0645
C -0.5673 -0.1653 -0.5405
O -1.6790 -0.9629 -0.3821
O -0.3637 0.1103 -1.8810
O -0.8800 1.0305 0.1667
N -0.0527 2.1318 -0.1334
H -0.1294 -1.0952 1.8623
H 1.5644 -1.5648 1.6128
H 1.1179 0.1512 1.7717
H 1.4227 -0.5251 -0.5730
H -1.4391 -1.7459 0.1250
H -1.2267 0.1138 -2.3136
H 0.9089 1.8962 0.1173
H -0.0862 2.2822 -1.1434
```

## Properties
* relative energy (zero: lowest compared OMol25 entry of this formula, charge and spin): 48.84 kcal/mol
* structure (SMILES): CNC(O)(O)ON
* E_HOMO: -9.55 eV
* calculated total energy: -416.18064 a.u.
* LUMO energy: 0.0273 Eh

***

Record 6
DFT (ωB97M-V with the def2-TZVPD basis set) results for C2H8N2O3S as an isolated structure.

Structure (XYZ):
```
16
C2H8N2O3S ωB97M-V with the def2-TZVPD basis set
C -0.6352 1.7501 -0.8889
C -1.5920 0.5340 0.7969
N 1.6439 -2.3759 -0.3763
N -0.3450 0.6850 0.0807
O 2.2915 -0.0513 0.0977
O 1.0232 -1.1476 1.7487
O -0.1343 -0.6288 -0.4765
S 1.2042 -0.9134 0.3467
H -0.1275 1.3525 -1.7749
H -1.7256 1.8251 -1.1263
H -0.2002 2.7034 -0.7376
H -1.4990 -0.2997 1.3713
H -1.7769 1.2236 1.4823
H -2.3960 0.3777 0.1738
H 1.9459 -2.9297 0.3746
H 2.3228 -2.1051 -1.0924
```

## Properties
* relative energy (zero: lowest compared OMol25 entry of this formula, charge and spin): 77.40 kcal/mol
* E_HOMO: -10.29 eV
* calculated total energy: -814.29553 a.u.
* LUMO energy: 0.0276 Eh